15
Properties=species:S:1:pos:R:3 method="wB97M-V/def2-TZVPD" total_energy_ha=-382.16644 homo_ev=-11.476
O -0.5134 2.6899 -0.1747
O -0.8169 -2.5349 1.2388
O 1.8203 1.3634 -0.5117
O 1.2138 -1.5195 -0.7815
O -1.6931 0.0407 -0.1762
H 2.0973 1.2279 -1.5200
H 1.8498 -2.1793 -0.7958
H -0.7060 2.8652 0.7144
H -1.4633 0.8762 0.0874
H 0.4424 -1.4502 -0.1985
H -1.1173 -1.6472 1.0265
H 1.5846 0.3724 -0.4733
H -2.6584 0.2028 -0.1939
H -0.2983 -2.5376 2.0716
H 0.2585 2.2302 -0.3130



12
Properties=species:S:1:pos:R:3 method="wB97M-V/def2-TZVPD" total_energy_ha=-356.76059 homo_ev=-8.828
O 2.5149 -0.5298 -0.4548
N 0.3473 -0.8127 0.3903
N -2.0603 -0.4660 0.6498
N -0.5745 1.1557 -0.4056
C 0.7223 1.0852 -0.7832
C 1.2493 -0.1151 -0.2982
C -0.7589 -0.0307 0.3509
H 2.5810 -1.3926 -0.0201
H 1.2189 1.9035 -1.2834
H -0.6052 1.1230 0.9008
H -2.0203 -1.3481 1.1458
H -2.6145 -0.5725 -0.1922



8
Properties=species:S:1:pos:R:3 method="wB97M-V/def2-TZVPD" total_energy_ha=-299.50506 homo_ev="-15.221 / -15.221" charge=+1
O -2.1190 1.1608 -0.6329
O 0.0344 0.7254 -0.6490
N 1.3481 -0.6303 0.6508
N -2.4759 1.7212 -1.4914
C 0.1975 -0.3484 0.0216
H -0.6739 -1.0812 0.4748
H 2.2203 -0.1727 0.2828
H 1.4685 -1.3749 1.3432



60
Properties=species:S:1:pos:R:3 method="wB97M-V/def2-TZVPD" total_energy_ha=-1139.54851 homo_ev=-7.881
O 4.6363 -1.1738 -2.1665
O -5.6432 -0.6797 -1.3677
N 1.7617 1.6738 0.2618
C -1.3557 -3.0412 1.1463
C 1.2549 -2.6679 0.2260
C 0.1878 -2.7412 -0.6636
C 2.6461 -2.3852 -0.2654
C -0.4349 2.6975 0.2664
C -2.2026 0.2773 -0.8084
C 2.0339 1.3632 -1.1197
C -4.5742 -0.1178 -0.7280
C -6.9052 -0.6016 -0.7550
C 2.0271 -0.1564 -1.2803
C -2.2434 0.9379 0.4165
C 1.6130 4.1515 -0.1119
C -3.3447 -0.2409 -1.3762
C 2.9952 -0.8701 -0.3270
C 0.9951 -2.8363 1.5816
C -0.2986 -3.0163 2.0390
C -3.4699 1.0641 1.0465
C -4.6288 0.5441 0.4909
C 2.9083 -0.2652 1.0822
C 4.4435 -0.7308 -0.8463
C -1.1067 -2.9202 -0.2093
C 1.0593 2.8980 0.5779
C 2.8675 1.2648 1.0849
C -0.9822 1.4785 1.0214
H 0.3719 -2.6628 -1.7261
H 2.6772 4.2518 0.0919
H -0.9902 3.5952 0.5418
H 2.2831 -0.4170 -2.3094
H -7.2305 0.4369 -0.6314
H 1.9820 -0.6054 1.5460
H 1.0152 -0.5006 -1.0685
H 3.0013 1.7784 -1.4524
H -5.5616 0.6614 1.0206
H -0.4808 -3.1355 3.0973
H -7.5922 -1.1150 -1.4262
H -1.2571 0.1631 -1.3175
H -1.1509 1.7428 2.0667
H 1.2534 1.7848 -1.7540
H 1.1550 3.0359 1.6619
H -0.2132 0.7032 0.9847
H 1.4689 4.0992 -1.1880
H 1.1057 5.0380 0.2602
H -2.3672 -3.1660 1.5025
H 3.8304 1.6790 0.7333
H 4.4640 -2.1208 -2.2048
H -0.5650 2.5455 -0.8056
H 2.7477 -2.8048 -1.2699
H 3.7477 -0.6165 1.6869
H -1.9240 -2.9604 -0.9135
H 2.7100 1.6115 2.1092
H -3.5315 1.5730 1.9983
H 5.1252 -1.2588 -0.1620
H -3.3158 -0.7541 -2.3249
H 1.8142 -2.8334 2.2872
H -6.9118 -1.1016 0.2195
H 4.7287 0.3223 -0.8606
H 3.3704 -2.8754 0.3908



65
Properties=species:S:1:pos:R:3 method="wB97M-V/def2-TZVPD" total_energy_ha=-1155.74377 homo_ev="-0.498 / -1.208" charge=-1
Sr -0.4640 -1.1901 -0.9981
O 2.3605 -1.3698 -0.1537
O 0.3806 -2.9098 -2.1923
C -0.7238 2.8264 -1.1651
C -1.4972 -0.9267 2.5102
C -1.7856 3.1919 -0.1724
C -1.0568 1.8381 -2.2785
C 1.5853 -3.7522 -2.5754
C 3.7666 -1.1944 0.1828
C 4.5716 -1.7337 -0.9858
C -5.0051 3.8964 1.1087
C 0.0815 1.1432 -2.6331
C -1.8750 0.3249 1.9550
C -0.4928 -5.0208 -2.9159
C 3.6079 -2.1750 1.3816
C -0.0715 -0.9872 2.5172
C 1.1283 1.4276 -1.6648
C 2.2613 -2.5194 0.7823
C -0.8558 -3.6920 -2.2697
C 1.0339 -5.0808 -3.0722
C -2.5954 3.5486 0.6608
C -3.5929 4.0380 1.6648
C 4.1369 0.2259 0.5125
C 0.4118 0.2143 1.9248
C -3.3189 5.5053 1.9787
C 0.6244 2.2833 -0.7152
C -3.5443 3.2826 2.9958
C -0.6932 1.0482 1.6653
H -5.7248 4.1684 1.8904
H 1.1394 2.6556 0.1706
H 4.3457 -2.7983 -1.1120
H 0.2291 0.5023 -3.5050
H 3.7476 0.9251 -0.2341
H -2.8829 0.7025 1.7965
H 1.4325 -5.9047 -2.4737
H -2.3335 5.6167 2.4365
H 4.2976 -3.0182 1.4190
H -0.6626 2.0927 1.3890
H 2.2244 -3.4716 0.2321
H -3.7375 2.2140 2.8546
H 3.4629 -1.6372 2.3224
H -2.1891 -1.6560 2.9316
H -1.6037 -3.1405 -2.8491
H 0.5417 -1.7531 2.9941
H 4.2906 -1.1927 -1.8984
H -0.4635 3.8183 -1.6188
H -2.5705 3.4066 3.4850
H -3.3367 6.1077 1.0705
H 2.1718 -3.1966 -3.3192
H 2.1560 1.0660 -1.7433
H -0.9674 -5.1196 -3.8943
H 2.1660 -3.8777 -1.6529
H 1.4388 0.4848 1.7122
H -4.3272 3.6887 3.6561
H 5.2268 0.3071 0.5436
H -5.1351 4.5522 0.2449
H 5.6484 -1.5824 -0.8422
H -5.1880 2.8672 0.7875
H 1.2946 -5.2396 -4.1247
H -0.8796 -5.8056 -2.2651
H -4.0810 5.8773 2.6689
H -1.2036 -3.8339 -1.2372
H 3.7571 0.5033 1.4889
H -2.0325 1.8235 -2.7684
H 1.3703 -2.3951 1.3963



59
Properties=species:S:1:pos:R:3 method="wB97M-V/def2-TZVPD" total_energy_ha=-1682.75327 homo_ev=-3.320 charge=-1
F -1.2292 -2.7800 5.0097
F -2.9255 -2.6153 6.3883
F -2.5686 -1.0289 4.9094
O 2.9135 -2.4935 0.1582
O 0.5521 -0.5406 5.0283
C -0.7388 -5.9766 -0.1195
C 1.0460 -0.0735 7.2917
C 0.6216 3.9267 3.1955
C -1.5736 -4.9832 0.4062
C 0.1712 2.3950 5.4777
C 0.6464 3.7087 5.5906
C 0.7035 -0.0438 8.6372
C -0.0096 0.2683 4.0188
C -1.9391 -1.8906 5.7860
C -0.5237 -0.5623 9.0523
C 5.2645 1.7102 -1.3477
C 0.6688 -0.3131 2.7880
C 0.8868 4.4809 4.4514
C 4.5482 -0.3405 -0.2721
C 1.1831 -4.5903 0.3859
C 5.4276 0.3398 -1.1088
C -1.0710 -1.1569 6.7711
C 4.2066 2.3878 -0.7320
C 0.1377 1.7725 4.2229
C -1.4182 -1.1023 8.1236
C 0.3582 -3.5809 0.9227
C 1.8143 0.2443 2.2108
C 2.1658 -1.7915 0.8711
C 0.6466 -5.7693 -0.1253
C -1.0353 -3.8149 0.9463
C 0.2386 2.5908 3.0820
C 0.1532 -0.5749 6.3557
C 3.3387 1.7179 0.1288
C 2.4723 -0.3779 1.1604
C 0.8977 -2.3151 1.4234
C 0.2539 -1.5889 2.4050
C 3.4667 0.3244 0.3453
H 0.0634 2.1525 2.1006
H -2.6542 -5.1164 0.3949
H -1.1577 -6.9024 -0.5184
H 1.9899 0.3346 6.9307
H -1.0841 0.0676 3.9416
H -0.5834 -2.0383 2.9379
H 1.4088 0.3750 9.3522
H -2.3773 -1.5084 8.4388
H 2.2085 1.1911 2.5901
H 4.0592 3.4494 -0.9161
H -0.8031 -0.5488 10.1079
H 0.8373 4.1283 6.5814
H 1.2347 5.5152 4.5408
H 5.9622 2.2376 -1.9984
H 2.5171 2.2570 0.6076
H -1.6954 -3.0457 1.3515
H 1.3204 -6.5231 -0.5306
H 4.6612 -1.4118 -0.1217
H -0.1429 1.8705 6.3830
H 2.2555 -4.4242 0.3322
H 6.2426 -0.2150 -1.5692
H 0.7390 4.5259 2.2914



195
Properties=species:S:1:pos:R:3 method="wB97M-V/def2-TZVPD" total_energy_ha=-5721.37912 homo_ev="-8.785 / -8.857" spin_multiplicity=4
Ti 0.2868 4.5999 3.9796
S -1.7161 2.2058 -0.2575
S -1.8228 0.2688 1.3039
F 0.6159 3.0121 -1.3663
F -1.2433 0.3992 3.9856
F 0.2293 -0.6732 2.8358
F -1.6780 -1.6201 3.3241
F 0.4030 0.8778 -1.3590
F -0.8188 2.0819 -2.7117
O 9.1440 -0.4394 4.0039
O -2.8489 1.6019 -0.8801
O 4.1394 4.6592 4.4851
O 7.2177 6.1863 -8.9348
O -1.7445 -7.6937 -4.9393
O -2.9014 6.8170 4.8924
O 2.7987 -7.5967 0.4253
O -1.4639 -0.7401 0.2896
O 6.4356 -5.1884 9.1729
O -8.1825 -1.4603 -5.6499
O -4.4112 -1.2150 -11.1057
O -1.8727 3.6352 -0.1125
O -8.8185 8.4621 -1.0786
O -3.2730 0.3578 1.5551
O -9.6675 -1.6892 6.4425
N 5.7555 -8.9452 -1.1907
N -5.1066 -9.3266 -4.5301
N -1.0707 1.6218 1.2568
N -0.9340 8.3704 3.4524
N 12.6859 0.0388 4.9218
N -5.4607 -4.7701 -12.0791
N 2.7876 4.6265 7.0897
N 8.3912 8.5615 -8.5144
N 3.9519 -6.3131 6.6095
N -8.5120 7.4218 -3.8837
N -9.9127 -4.3703 7.7976
C 7.1956 -6.3140 9.5171
C 3.4155 -8.3637 -0.5419
C 4.1987 4.1758 6.8426
C -3.6588 -9.2164 -4.7075
C 8.4456 6.1546 -8.2028
C -7.5034 8.0138 -3.0369
C -9.7535 -0.7546 5.3610
C 11.3825 -0.5423 4.9575
C 10.4784 -0.0266 3.8246
C -7.5301 -1.0931 -4.4497
C 4.6290 5.3631 3.3400
C 4.1257 2.6814 6.5617
C -3.9650 -0.7197 -9.8875
C -1.4014 -6.3438 -4.9539
C -1.9017 10.4442 4.3961
C -3.1495 -10.2738 -5.7295
C -3.0813 8.2257 4.7129
C 4.8797 4.9399 5.6283
C -6.6516 -2.2654 -3.9533
C 5.2294 -6.3093 7.3331
C -7.7079 7.7418 -1.5296
C -8.7020 -3.6795 7.4624
C -1.1028 -0.4746 2.9639
C 10.5968 7.7171 -8.1564
C -7.4367 9.4649 -3.4026
C 5.1319 -5.4977 8.7231
C -3.1632 -7.7711 -5.0748
C -5.2393 -3.3283 -12.2857
C -8.8600 -2.8293 6.2158
C -4.0875 6.0629 4.7610
C -6.5454 -2.8287 -12.8092
C 8.1777 -0.0980 3.0583
C -9.1591 8.2536 0.3121
C 6.2444 5.2609 -8.4359
C 6.2095 -5.6246 6.3800
C -4.7061 -2.6513 -11.0023
C -0.2159 2.0039 -1.4983
C -1.7518 8.9110 4.5773
C 5.2271 -6.6478 -1.2717
C 1.3968 -7.8191 0.3927
C 4.9070 -7.9495 -0.5899
C -7.6248 -4.8047 7.3216
C 9.2284 7.3762 -8.7573
C 10.8262 -0.0519 6.2906
H -8.3993 9.9247 -3.1789
H -0.3308 -6.2584 -4.7675
H 5.1319 2.2831 6.6918
H 2.9191 -8.2722 -1.5080
H 2.8626 5.5966 7.3603
H -7.8617 -2.4794 5.9531
H 13.1240 -0.1763 5.8060
H -8.5763 -0.6603 -6.0057
H 0.9800 -7.5548 -0.5792
H 9.8104 -0.3280 6.5734
H -8.5465 8.8099 1.0215
H -7.6956 -5.5927 6.5718
H 8.3566 6.1487 -7.1165
H -9.3738 7.5681 -3.3777
H -3.6521 -7.0819 -4.3862
H -4.5729 -5.2320 -11.9425
H 5.2945 -7.8217 0.4209
H -7.1964 -3.2055 -4.0396
H -3.5541 8.6883 5.5793
H 4.7108 4.2908 7.7979
H 4.0840 5.0602 2.4459
H 3.7433 2.5291 5.5524
H -5.7985 -2.4562 -4.6044
H 8.1436 8.5929 -7.5357
H 9.3728 7.1915 -9.8218
H -1.9654 -5.8785 -4.1455
H 11.3651 -1.6306 4.8994
H 2.4292 4.0118 7.8065
H -3.6562 8.3299 3.7928
H -7.0587 -3.3559 -13.6133
H 11.0748 8.5417 -8.6852
H -8.4813 -2.9850 8.2730
H -10.1397 -5.0356 7.0724
H 10.8320 1.0358 6.3603
H -6.6736 -4.3107 7.1233
H 1.1373 -8.8748 0.4719
H -3.8857 5.0012 4.9030
H 5.9113 4.6062 5.5162
H -5.7825 -5.1567 -12.9549
H -3.4341 0.2026 -10.1232
H -10.6084 -0.1063 5.5535
H -3.3162 -1.3015 -9.2327
H 4.6638 6.4469 3.4500
H 3.3796 -9.4243 -0.2935
H 5.7386 -4.7753 5.8850
H 8.9279 5.2266 -8.5098
H 7.1727 -0.3340 3.4082
H 10.8439 -0.3715 2.8574
H -1.4190 8.5224 2.5796
H 7.1259 -5.2458 6.8325
H -6.5612 7.5696 -3.3578
H -3.2704 -9.4898 -3.7265
H 5.5153 -7.3503 7.4840
H 8.1219 -5.9781 9.9833
H -9.1471 7.1812 0.5072
H -9.8779 -1.2793 4.4137
H 12.5390 1.0377 4.9491
H 8.2431 0.9639 2.8215
H 5.6662 -8.8638 -2.1935
H -6.3163 -2.0669 -2.9354
H 10.5248 7.8856 -7.0819
H -8.8564 -0.1632 5.1780
H -8.2465 -0.7821 -3.6894
H 6.2399 -6.3054 -1.0593
H -9.7142 -5.0397 8.5273
H -3.8357 -3.1724 -10.6037
H 4.6131 -5.8624 -0.8310
H -6.6995 9.9422 -2.7569
H 6.0855 5.2820 -7.3577
H 3.4295 2.1796 7.2337
H -7.5661 -5.2707 8.3051
H 4.8114 6.0062 5.8435
H -5.4931 -8.8902 -5.3548
H 4.6604 -6.0766 9.5172
H -9.2148 -3.4536 5.3957
H -2.4483 10.7671 3.5100
H -10.1499 8.6963 0.4145
H -4.5112 -3.2535 -13.0934
H 3.5460 -5.3896 6.5590
H -2.0604 -10.2325 -5.7446
H 5.2835 5.3207 -8.9471
H -6.8187 8.1302 -1.0331
H 6.5555 4.2492 -8.6962
H 4.0489 -6.5638 5.6359
H -1.5522 -5.8979 -5.9370
H -7.2088 -2.7220 -11.9509
H -7.3180 9.6236 -4.4744
H 4.5363 -4.5893 8.6326
H 11.4975 -0.3846 7.0823
H -6.9538 -0.2126 -4.7337
H -0.9041 10.8821 4.3626
H 10.4736 1.0633 3.8324
H -8.3779 6.4209 -3.8698
H 5.5006 -9.8900 -0.9409
H 6.4260 -6.3492 5.5950
H -1.1895 8.6423 5.4716
H 6.7386 -6.9915 10.2383
H 4.9673 -6.7834 -2.3216
H 5.6427 5.0851 3.0517
H 7.4553 -6.8342 8.5951
H -5.4654 -2.7110 -10.2226
H 11.3150 6.9179 -8.3399
H -0.1502 9.0019 3.3689
H 7.5073 8.2634 -8.9016
H -5.0533 6.3027 5.2059
H -6.3723 -1.7961 -13.1124
H -4.8194 -0.4054 -9.2880
H -4.4926 6.2180 3.7611
H -7.8560 6.6638 -1.4649
H -3.5277 -11.2802 -5.5500
H -5.4230 -8.6366 -3.8639
H -2.2731 10.8779 5.3246
H -3.5114 -7.3953 -6.0369
H 8.3048 -0.6855 2.1490
H -3.5048 -9.8772 -6.6806
H 0.9255 -7.2270 1.1772



46
Properties=species:S:1:pos:R:3 method="wB97M-V/def2-TZVPD" total_energy_ha=-943.95353 homo_ev=-8.093
O 1.5117 0.6432 2.5873
N -3.5991 0.5411 -0.6570
C 2.3289 0.8818 0.2668
C 3.9626 2.2340 -0.8065
C 2.9671 2.0966 0.1532
C 3.6510 -0.0463 -1.5280
C 1.2064 0.4827 1.2145
C -2.7856 -0.6425 -0.4247
C 0.1611 -1.8923 1.4451
C 4.2959 1.1764 -1.6371
C 0.9454 -3.5453 -0.1284
C -1.0038 1.7807 0.4937
C -0.0039 1.2065 0.8250
C 0.1344 -3.1848 0.9363
C -2.2240 2.4470 0.0956
C 1.8511 -1.3430 -0.1982
C -5.9134 -0.2436 -0.0219
C -3.4815 1.5876 0.3328
C -4.9485 0.2672 -1.1007
C 2.6654 -0.1932 -0.5672
C -1.8358 -0.8896 -1.5950
C 1.8134 -2.6306 -0.7050
C 1.0188 -0.9831 0.8699
H -4.3490 2.2451 0.2344
H -4.8818 -0.4706 -1.9042
H -5.3526 1.1892 -1.5319
H -6.0517 0.5028 0.7568
H -6.8810 -0.4632 -0.4657
H 4.4805 3.1766 -0.9059
H -3.4169 -1.5291 -0.2860
H -1.2588 -1.7951 -1.4233
H 1.6336 1.5823 2.7633
H -2.1637 2.6890 -0.9682
H 3.9163 -0.8672 -2.1773
H -1.1476 -0.0554 -1.6977
H 2.7043 2.9296 0.7908
H 2.4468 -2.9188 -1.5307
H -0.4654 -1.6084 2.2767
H -3.4619 1.1994 1.3645
H 5.0712 1.3067 -2.3782
H -2.3959 -0.9963 -2.5206
H -0.5276 -3.9171 1.3746
H 0.9042 -4.5550 -0.5110
H -5.5316 -1.1522 0.4383
H -2.1944 -0.5122 0.4843
H -2.3169 3.3781 0.6623



14
Properties=species:S:1:pos:R:3 method="wB97M-V/def2-TZVPD" total_energy_ha=-361.86329 homo_ev=-9.821
O 1.4578 1.4401 0.6050
O -2.3905 1.3079 0.4981
N 1.9470 -0.3834 -0.6324
C -0.8510 -1.0951 0.4680
C 1.0752 0.4819 -0.0441
C -0.4031 0.1759 -0.2581
C -1.2422 1.3859 0.1359
H -0.5640 0.0386 -1.3400
H -1.9356 -1.1972 0.3877
H 1.6615 -1.2196 -1.1153
H -0.3807 -1.9838 0.0362
H -0.7344 2.3619 0.0455
H 2.9294 -0.2433 -0.4562
H -0.5900 -1.0532 1.5303



23
Properties=species:S:1:pos:R:3 method="wB97M-V/def2-TZVPD" total_energy_ha=-351.24988 homo_ev="0.954 / -3.379" charge=-1 spin_multiplicity=2
C 2.5674 -0.5229 1.2083
C -1.7253 0.9308 -2.1730
C -2.4296 -0.6118 0.0073
C -1.0178 1.1206 -0.9493
C -0.6600 0.3853 1.4702
C -2.7363 0.0161 -2.3229
C 3.9773 -0.1279 0.7136
C -3.1815 -0.7356 -1.1812
C -1.4834 0.3853 0.1846
H 2.0840 -1.0276 0.3741
H 4.6331 -1.0008 0.6816
H -3.2686 -0.1562 -3.2523
H 3.8348 0.2287 -0.3032
H -3.9651 -1.4661 -1.2958
H 1.9431 0.2857 1.5572
H 4.4242 0.6617 1.3157
H -0.2419 -0.6303 1.5550
H -2.3627 -1.3735 0.7753
H 0.1043 1.1452 1.3371
H -0.3875 2.0040 -0.9005
H -1.3354 0.3719 2.3283
H -1.4445 1.4077 -3.1047
H 2.6713 -1.2903 1.9748